# 1
Molecular formula: CH12O4S2
Method: DFT, the ωB97M-V functional and the def2-TZVPD basis

Geometry as XYZ:
```
19
CH12O4S2 (the ωB97M-V functional and the def2-TZVPD basis)
C 2.75 0.14 -1.61
S 1.41 0.21 -0.39
S 2.54 -0.18 1.32
H 2.28 0.14 -2.60
H 3.28 1.09 -1.59
H 3.32 -0.77 -1.53
H 2.45 -1.52 1.23
H -1.20 3.29 0.47
H -1.49 2.08 -0.45
O -0.79 2.67 -0.15
H -3.43 -0.53 -0.39
H -4.38 -0.08 -1.48
O -3.47 0.03 -1.17
H 0.11 -3.02 0.69
H -0.50 -1.70 1.27
O -0.68 -2.47 0.70
H -1.51 0.24 1.77
H 0.01 0.38 1.68
O -0.70 0.00 2.23
```

E_HOMO = -9.12 eV
Structure (SMILES) = CSS.O.O.O.O
Energy relative to the best compared isomer or geometry (same formula, charge and spin) = 18.5 kcal/mol
F_max = 0.0263 Eh/bohr
DFT total energy = -1142.6114 Ha
Orbital gap = 9.53 eV

=====

# 2
Molecular formula: CH12O5
Method: DFT, the ωB97M-V functional and the def2-TZVPD basis

Geometry as XYZ:
```
18
CH12O5 (the ωB97M-V functional and the def2-TZVPD basis)
C -1.19 -2.43 -0.14
O -0.06 -1.58 -0.37
H -2.06 -1.95 -0.55
H -1.36 -2.63 0.92
H -1.06 -3.41 -0.68
H 0.13 -1.13 0.49
H 2.42 1.09 -0.71
H 3.69 1.06 0.26
O 2.76 1.36 0.16
H -2.26 1.28 -0.10
H -2.17 2.69 0.44
O -1.64 2.00 -0.03
H 0.13 0.49 -2.57
H -0.08 1.05 -1.27
O 0.59 1.00 -1.89
H 0.88 -0.11 2.62
H 0.92 1.02 1.55
O 0.36 0.20 1.86
```

E_HOMO = -9.81 eV
Structure (SMILES) = CO.O.O.O.O
Energy relative to the best compared isomer or geometry (same formula, charge and spin) = 17.3 kcal/mol
F_max = 0.0584 Eh/bohr
DFT total energy = -421.4682 Ha
Orbital gap = 10.35 eV

=====

# 3
Molecular formula: CH13N3O4
Method: DFT, the ωB97M-V functional and the def2-TZVPD basis

Geometry as XYZ:
```
21
CH13N3O4 (the ωB97M-V functional and the def2-TZVPD basis)
N -3.34 0.85 1.08
C -1.94 0.55 1.18
N -1.54 0.06 2.42
N -1.15 0.72 0.21
H -4.00 0.17 1.42
H -3.48 1.81 1.34
H -0.55 -0.04 2.49
H -2.12 -0.70 2.73
H -1.65 1.08 -0.59
H 2.54 -0.47 0.99
H 1.23 0.24 0.49
O 1.56 -0.50 1.04
H 0.95 -2.96 -1.13
H 1.40 -2.09 -0.05
O 1.77 -2.64 -0.78
H 3.53 -1.56 -1.46
H 4.25 -0.90 -2.66
O 3.91 -0.72 -1.78
H 0.09 1.64 -2.60
H -0.68 3.06 -2.34
O -0.74 2.10 -2.45
```

E_HOMO = -9.43 eV
Structure (SMILES) = N=C(N)N.O.O.O.O
Energy relative to the best compared isomer or geometry (same formula, charge and spin) = 18.5 kcal/mol
F_max = 0.0235 Eh/bohr
DFT total energy = -511.1243 Ha
Orbital gap = 10.09 eV

=====

# 4
Molecular formula: CH13NO4
Method: DFT, the ωB97M-V functional and the def2-TZVPD basis

Geometry as XYZ:
```
19
CH13NO4 (the ωB97M-V functional and the def2-TZVPD basis)
H 1.12 0.05 0.86
O 1.52 0.99 0.30
N 0.42 -0.91 1.47
H 2.48 1.12 0.40
H -0.36 -0.95 0.82
H 0.21 -0.78 2.45
C 1.19 -2.20 1.28
H 0.52 -3.01 1.03
H 1.87 -2.02 0.45
H 1.82 -2.34 2.15
O -0.65 2.46 -0.89
H -0.06 2.18 -0.19
H -0.56 3.43 -0.99
O 0.51 -0.80 -1.51
H 0.07 -0.14 -2.06
H 0.98 -0.25 -0.87
O -2.99 0.05 -0.46
H -3.31 -0.23 -1.32
H -2.50 0.88 -0.49
```

E_HOMO = -10.12 eV
Energy relative to the best compared isomer or geometry (same formula, charge and spin) = 18.4 kcal/mol
F_max = 0.0366 Eh/bohr
DFT total energy = -401.5911 Ha
Orbital gap = 10.83 eV

=====

# 5
Molecular formula: CH13NO6
Method: DFT, the ωB97M-V functional and the def2-TZVPD basis

Geometry as XYZ:
```
21
CH13NO6 (the ωB97M-V functional and the def2-TZVPD basis)
C 1.77 0.85 -1.77
N 1.70 0.58 -0.46
O 0.96 0.40 -2.59
H 2.65 1.37 -2.27
H 2.25 1.18 0.15
H 0.94 0.01 -0.13
H 1.16 0.23 2.75
H 2.29 -0.48 3.15
O 2.11 0.27 2.56
H -3.10 0.40 -0.15
H -2.50 -0.33 0.96
O -3.07 0.44 0.82
H -0.31 -0.55 -1.49
H -0.43 -1.17 -2.84
O -0.76 -1.25 -1.94
H -1.81 -2.67 -1.31
H -2.05 -2.67 0.30
O -2.00 -3.18 -0.51
H 0.45 2.35 2.21
H -0.10 2.42 0.90
O -0.15 1.82 1.66
```

E_HOMO = -10.41 eV
Structure (SMILES) = NC=O.O.O.O.O.O
Energy relative to the best compared isomer or geometry (same formula, charge and spin) = 43.7 kcal/mol
F_max = 0.0460 Eh/bohr
DFT total energy = -552.0684 Ha
Orbital gap = 10.48 eV

=====

# 6
Molecular formula: CH13NO6
Method: DFT, the ωB97M-V functional and the def2-TZVPD basis

Geometry as XYZ:
```
21
CH13NO6 (the ωB97M-V functional and the def2-TZVPD basis)
C -1.74 -0.91 -0.24
N -2.52 -0.57 0.80
O -1.85 -0.55 -1.40
H -0.92 -1.55 0.05
H -2.20 -0.92 1.69
H -3.35 -0.04 0.71
H -1.02 0.33 3.46
H 0.20 -0.63 3.10
O -0.75 -0.53 3.17
H 2.24 1.64 -0.58
H 3.68 1.37 -1.05
O 3.16 1.73 -0.33
H -0.21 -0.28 -2.36
H 1.13 0.20 -2.26
O 0.39 0.31 -2.86
H -0.02 2.22 -1.76
H 0.43 3.44 -0.96
O 0.76 2.73 -1.51
H 2.07 -2.23 2.32
H 0.56 -2.32 2.16
O 1.37 -2.73 1.89
```

E_HOMO = -10.58 eV
Structure (SMILES) = NC=O.O.O.O.O.O
Energy relative to the best compared isomer or geometry (same formula, charge and spin) = 29.2 kcal/mol
F_max = 0.0288 Eh/bohr
DFT total energy = -552.0915 Ha
Orbital gap = 10.51 eV

=====

# 7
Molecular formula: CH13NO6
Method: DFT, the ωB97M-V functional and the def2-TZVPD basis

Geometry as XYZ:
```
21
CH13NO6 (the ωB97M-V functional and the def2-TZVPD basis)
C -0.57 -0.63 -1.84
N -1.52 -0.17 -0.91
O 0.17 -1.75 -1.45
H 0.17 0.16 -2.23
H -1.40 -0.56 0.05
H -1.12 -1.03 -2.75
H 0.41 -1.56 -0.48
H 0.67 -2.45 1.40
O 0.42 -1.61 1.00
H -0.49 0.80 1.67
H -0.93 1.70 0.60
O -1.32 1.20 1.34
H -0.35 2.18 -2.01
H -1.66 0.84 -0.88
O -0.24 1.71 -1.17
H 1.18 1.10 -0.75
H 1.03 -0.20 0.11
O 1.69 0.39 -0.26
H 1.84 0.77 2.63
H 0.91 -0.36 1.98
O 0.97 0.36 2.62
```

E_HOMO = -10.26 eV
Energy relative to the best compared isomer or geometry (same formula, charge and spin) = 217.3 kcal/mol
F_max = 0.0817 Eh/bohr
DFT total energy = -551.7918 Ha
Orbital gap = 4.87 eV

=====

# 8
Molecular formula: CH14N10O
Method: DFT, the ωB97M-V functional and the def2-TZVPD basis

Geometry as XYZ:
```
26
CH14N10O (the ωB97M-V functional and the def2-TZVPD basis)
C 1.60 0.27 -0.33
N 0.21 -2.84 -0.12
N -1.28 1.52 1.17
N -3.26 -0.66 -0.69
N 2.70 -0.28 0.16
N 0.52 -1.78 0.57
N -1.09 1.54 -0.22
N -2.19 -0.84 -0.04
N 0.43 -0.36 -0.27
N 3.87 0.47 0.06
N -0.77 0.28 -0.70
O 1.67 1.46 -0.87
H -0.75 -3.11 -0.31
H 0.92 -3.23 -0.71
H -2.04 2.14 1.42
H -0.46 1.79 1.71
H -3.94 0.07 -0.50
H -3.41 -1.23 -1.52
H 2.64 -1.20 0.60
H -0.18 -1.60 1.30
H -0.50 2.28 -0.59
H -2.17 -0.31 0.85
H 2.61 1.76 -0.87
H 4.26 0.68 0.98
H 4.59 -0.02 -0.48
H -0.84 0.29 -1.73
```

E_HOMO = -17.06 eV
Energy relative to the best compared isomer or geometry (same formula, charge and spin) = 0.0 kcal/mol
F_max = 0.0253 Eh/bohr
Charge = +2
DFT total energy = -668.4716 Ha
Orbital gap = 9.67 eV

=====

# 9
Molecular formula: CH14N2O4
Method: DFT, the ωB97M-V functional and the def2-TZVPD basis

Geometry as XYZ:
```
21
CH14N2O4 (the ωB97M-V functional and the def2-TZVPD basis)
N 2.57 -0.89 0.01
C 1.90 0.38 0.42
N 1.00 0.93 -0.57
H 2.37 -1.58 0.73
H 3.57 -0.73 -0.01
H 2.69 1.12 0.57
H 1.39 0.26 1.38
H 0.36 0.24 -0.96
H 1.36 1.63 -1.20
H -4.02 0.58 0.19
H -2.65 0.94 0.57
O -3.16 0.15 0.30
H -1.33 2.37 1.74
H -0.31 1.97 0.55
O -1.25 1.99 0.85
H -1.76 -0.16 -1.07
H -1.41 -0.24 -2.56
O -1.24 -0.67 -1.72
H -0.27 -2.07 0.51
H 0.00 -3.31 -0.30
O 0.19 -2.91 0.56
```

E_HOMO = -9.34 eV
Structure (SMILES) = NCN.O.O.O.O
Energy relative to the best compared isomer or geometry (same formula, charge and spin) = 12.6 kcal/mol
F_max = 0.0249 Eh/bohr
DFT total energy = -456.9597 Ha
Orbital gap = 9.95 eV

=====

# 10
Molecular formula: CH14N2O4
Method: DFT, the ωB97M-V functional and the def2-TZVPD basis

Geometry as XYZ:
```
21
CH14N2O4 (the ωB97M-V functional and the def2-TZVPD basis)
N -0.47 -1.43 -0.71
C -1.75 -0.84 -1.13
N -2.48 -0.17 0.06
H 0.33 -0.87 -0.43
H -0.65 -2.10 -0.01
H -1.61 -0.17 -1.96
H -2.34 -1.61 -1.36
H -2.13 0.84 0.16
H -3.42 -0.17 0.18
H 2.51 2.59 3.04
H 1.35 2.80 2.31
O 2.28 3.04 2.26
H 2.87 0.42 -0.60
H 2.50 1.24 0.75
O 2.33 0.43 0.14
H -0.09 0.95 1.49
H -0.66 2.28 2.14
O 0.04 1.55 2.21
H 0.16 -3.49 -3.35
H 0.51 -2.56 -2.08
O 0.73 -2.72 -3.12
```

E_HOMO = -9.55 eV
Structure (SMILES) = NCN.O.O.O.O
Energy relative to the best compared isomer or geometry (same formula, charge and spin) = 39.3 kcal/mol
F_max = 0.1123 Eh/bohr
DFT total energy = -456.9171 Ha
Orbital gap = 9.97 eV

=====

orbital gap of number 9 (CH14N2O4)? 9.95 eV